{
  "formula": "C49H95F12N7O13S4Y",
  "method": "wB97M-V/def2-TZVPD",
  "elements": ["Y", "S", "S", "S", "S", "F", "F", "F", "F", "F", "F", "F", "F", "F", "F", "F", "F", "O", "O", "O", "O", "O", "O", "O", "O", "O", "O", "O", "O", "O", "N", "N", "N", "N", "N", "N", "N", "C", "C", "C", "C", "C", "C", "C", "C", "C", "C", "C", "C", "C", "C", "C", "C", "C", "C", "C", "C", "C", "C", "C", "C", "C", "C", "C", "C", "C", "C", "C", "C", "C", "C", "C", "C", "C", "C", "C", "C", "C", "C", "C", "C", "C", "C", "C", "C", "C", "H", "H", "H", "H", "H", "H", "H", "H", "H", "H", "H", "H", "H", "H", "H", "H", "H", "H", "H", "H", "H", "H", "H", "H", "H", "H", "H", "H", "H", "H", "H", "H", "H", "H", "H", "H", "H", "H", "H", "H", "H", "H", "H", "H", "H", "H", "H", "H", "H", "H", "H", "H", "H", "H", "H", "H", "H", "H", "H", "H", "H", "H", "H", "H", "H", "H", "H", "H", "H", "H", "H", "H", "H", "H", "H", "H", "H", "H", "H", "H", "H", "H", "H", "H", "H", "H", "H", "H", "H", "H", "H", "H", "H", "H", "H"],
  "positions_angstrom": [[-1.09, -2.22, 4.35], [-2.27, -0.45, 7.30], [1.45, -0.10, 2.59], [-0.68, -2.42, 7.51], [-1.15, 0.27, 2.38], [-0.27, -0.56, -0.04], [1.28, 1.95, 4.27], [-1.75, 1.16, 5.24], [3.30, 1.43, 3.72], [2.27, 0.16, 5.07], [1.38, -2.25, 9.11], [-1.93, 0.96, -0.10], [0.76, -0.32, 8.45], [-1.40, 2.07, 7.14], [-3.42, 1.79, 6.47], [-2.30, -1.04, 0.38], [1.78, -1.59, 7.09], [-0.27, -0.72, -5.88], [-2.27, -0.47, 3.02], [-1.86, -0.17, 8.65], [-0.01, -4.56, 3.77], [-1.46, -2.86, 8.61], [-7.67, 2.07, 2.45], [2.37, 7.28, -1.49], [-3.59, -0.98, 7.07], [1.39, 0.77, 1.46], [5.51, -2.28, -0.53], [-1.11, 1.69, 2.58], [2.39, -1.18, 2.50], [-0.26, -3.50, 6.63], [-1.30, -1.37, 6.34], [1.82, 6.00, -1.20], [1.10, -4.16, 3.01], [5.60, -1.21, -1.45], [-6.75, 1.73, 1.42], [0.03, -0.71, 3.13], [-1.44, -0.86, -5.11], [-3.69, -1.64, -3.48], [5.31, -2.86, -3.30], [7.61, -2.02, -2.54], [2.57, -5.96, 3.95], [-1.15, -0.94, -3.68], [-2.21, 1.28, 6.48], [-2.71, -1.20, -7.14], [4.51, 0.78, -2.41], [3.04, -1.05, -1.56], [6.09, -0.53, -3.74], [2.09, 0.95, 4.00], [2.55, -3.64, 4.89], [2.11, -4.04, 0.70], [-2.25, -3.21, -5.75], [-2.51, -0.84, -2.93], [-0.41, -2.21, -3.19], [2.98, 6.09, 0.96], [1.87, 4.01, 0.17], [0.93, -1.56, 8.09], [-3.81, -1.41, -5.00], [1.23, 5.38, -2.39], [3.44, -4.52, 1.27], [0.42, 4.14, -1.91], [-4.80, 2.13, 2.76], [-7.56, 1.54, 0.19], [6.11, -1.69, -2.75], [2.64, 5.25, -0.26], [4.42, 0.34, 0.00], [-6.68, 1.17, -1.03], [-1.38, -0.09, 0.45], [1.20, 3.21, -0.95], [-8.55, 0.40, 0.37], [0.89, -4.46, 1.55], [4.02, 4.87, -0.91], [-5.52, 2.54, 1.49], [-2.46, -1.68, -5.71], [2.42, -4.46, 3.62], [0.15, 6.30, -2.98], [4.41, -0.37, -1.37], [-5.63, 4.08, 1.35], [2.14, 4.88, -3.52], [-8.35, 2.84, -0.10], [-0.35, -3.63, 1.15], [4.80, 0.21, -3.81], [-0.30, 0.25, -3.28], [-5.46, 2.07, -1.03], [3.62, -4.05, 2.70], [0.56, -5.94, 1.28], [-4.70, 2.07, 0.28], [3.62, 1.39, -2.36], [2.28, -0.31, -1.29], [-3.92, 2.75, 2.97], [5.85, -1.93, 0.29], [-0.20, 0.23, -6.04], [7.78, -2.49, -1.58], [3.56, -3.65, 5.29], [-4.68, 4.55, 1.62], [-1.28, -3.32, -6.23], [-0.37, -6.25, 1.75], [-2.88, -0.12, -7.18], [-4.74, 1.75, -1.79], [1.64, 7.86, -1.26], [-0.81, 1.19, -3.54], [4.52, -4.33, 3.24], [-7.30, 1.35, -1.91], [2.68, 3.96, -3.28], [0.09, -2.11, -2.22], [2.82, 5.67, -3.86], [2.02, -3.01, 0.36], [-4.23, 1.09, 0.46], [3.39, -5.61, 1.30], [4.40, 3.93, -0.51], [2.86, -6.59, 3.12], [-4.69, -1.87, -5.45], [3.62, -2.96, 2.75], [-0.10, -5.53, 3.67], [7.98, -2.66, -3.34], [1.17, 4.25, 0.97], [4.03, 4.82, -1.99], [-4.11, -0.36, -5.11], [-6.42, 0.11, -1.06], [-2.07, -3.56, -4.73], [-7.63, 1.30, 3.03], [5.93, -3.44, -4.00], [-9.03, 3.12, 0.70], [3.29, -6.14, 4.75], [-3.79, 2.68, 0.23], [-9.38, 0.61, 1.04], [-0.53, 4.39, -1.44], [3.48, 7.01, 0.64], [1.78, -3.96, 5.61], [2.12, 6.42, 1.56], [0.40, -2.47, -3.88], [1.62, -6.35, 4.34], [-5.46, 2.29, 3.62], [-1.89, -1.39, -7.83], [1.59, 4.47, -4.37], [-3.63, -2.68, -3.16], [0.18, 3.52, -2.79], [-5.69, 3.08, -1.37], [-3.57, -1.62, -7.66], [1.39, -6.61, 1.50], [-1.01, -3.13, -3.15], [-0.30, 5.84, -3.86], [4.25, -0.40, 0.79], [-2.80, 0.21, -2.89], [6.86, 0.17, -3.42], [-4.61, -1.26, -3.03], [2.30, -2.58, 4.77], [-9.02, 2.60, -0.94], [8.25, -1.14, -2.62], [-0.42, -3.56, 0.06], [3.66, 5.66, 1.70], [2.53, 3.30, 0.68], [4.95, 1.06, -4.48], [0.43, -5.99, 0.20], [3.66, 1.12, 0.01], [-7.99, -0.42, 0.83], [-0.66, 6.47, -2.27], [2.94, -1.99, -1.01], [4.31, -4.24, 0.68], [6.46, -0.76, -4.75], [-6.26, 4.45, 2.16], [5.39, 0.80, 0.21], [0.51, 7.30, -3.24], [-0.40, -2.61, 1.54], [-3.09, -3.79, -6.12], [3.96, -0.39, -4.16], [4.47, -2.58, -3.95], [2.87, -1.43, -2.57], [5.36, 1.40, -2.13], [-7.80, 3.75, -0.33], [-2.30, -1.26, -1.94], [-4.59, 1.06, 2.82], [-1.25, -4.15, 1.51], [-6.02, 4.49, 0.43], [-0.08, 0.35, -2.21], [-8.91, -0.04, -0.56], [2.02, -4.62, -0.23], [4.70, 5.70, -0.72], [2.04, 2.73, -1.45], [0.43, 2.57, -0.51], [4.89, -3.53, -2.55], [0.68, 0.26, -3.76]],
  "total_charge": 1,
  "e_tot_ha": -6114.4092,
  "e_above_lowest_ev": 2.427,
  "homo_lumo_gap_ev": 4.81,
  "e_homo_ev": -9.721
}